# 1
Molecular formula: C18H26N2O3
Method: DFT, ωB97M-V/def2-TZVPD

Last column: Mulliken charge in e.
Cartesian coordinates (Å):
C 3.86 4.05 0.14  -0.734
H 4.95 3.91 -0.42  0.244
O 3.70 3.10 0.94  -0.385
C 3.52 1.70 0.47  0.454
C 3.70 1.18 -0.98  -1.010
C 3.51 -0.06 -1.14  -0.315
C 3.17 -1.08 -0.08  0.032
C 3.03 -0.54 0.95  1.471
C 3.10 0.78 1.35  -1.065
H 3.03 1.02 2.45  0.316
H 2.75 -1.12 1.83  0.375
C 2.96 -2.30 -0.74  -2.002
N 1.69 -2.93 -0.66  0.258
C 1.17 -3.36 0.52  0.459
O 1.77 -4.04 1.21  -0.519
C -0.44 -3.46 0.46  -1.034
H -0.80 -3.48 1.36  0.503
H -0.73 -4.44 -0.01  0.368
C -0.53 -2.16 -0.70  -0.049
H -1.51 -2.43 -1.18  0.512
C -0.99 -0.97 0.03  0.198
O -0.38 0.13 0.18  -0.751
N -2.05 -0.92 0.94  0.097
H -2.68 -1.82 1.05  0.358
C -2.55 0.26 1.41  -1.327
H -1.69 0.88 1.59  0.632
C -3.87 0.43 1.10  -0.596
H -4.15 1.61 1.69  0.288
H -4.71 -0.21 1.32  0.353
C -3.79 1.02 -0.29  0.230
C -2.84 2.32 -0.61  -0.911
H -2.94 2.55 -1.71  0.389
H -3.05 3.08 0.13  0.343
H -1.84 1.77 -0.41  0.155
C -5.25 1.39 -0.82  -1.359
H -5.17 1.94 -1.84  0.302
H -5.90 0.64 -0.87  0.527
H -5.58 2.33 0.02  0.216
H -3.50 0.25 -0.95  0.248
H -2.79 -0.09 2.79  0.239
C 0.76 -2.21 -1.24  -0.139
H 0.79 -1.00 -1.32  0.094
H 0.55 -2.69 -2.34  0.093
H 3.36 -2.71 -1.64  0.594
H 3.49 -2.99 -0.03  0.486
H 3.88 -0.32 -2.23  0.053
H 3.99 1.98 -1.54  0.716
H 3.94 4.82 0.67  0.388
H 3.07 4.20 -0.83  0.207

Computed properties:
Kohn-Sham gap (eV): 9.1
E_HOMO (hartree): -0.320

# 2
Molecular formula: C18H26N2O4
Method: DFT, ωB97M-V/def2-TZVPD

Last column: Mulliken charge in e.
Cartesian coordinates (Å):
C 4.67 4.69 -2.73  -1.227
C 3.32 4.16 -2.26  -0.205
H 2.51 4.52 -2.90  0.296
H 3.11 4.47 -1.23  0.307
O 3.36 2.73 -2.31  -0.271
C 2.24 2.09 -2.00  -0.006
O 1.21 2.65 -1.68  -0.604
C 2.42 0.59 -2.06  0.848
C 1.19 -0.08 -2.70  -1.315
H 0.34 0.60 -2.60  0.299
C 0.85 -1.39 -2.01  -0.934
N 0.48 -1.13 -0.63  0.421
C -0.29 -2.03 0.00  0.687
C -0.93 -2.18 1.24  0.517
N -1.26 -1.42 2.30  -0.047
C -1.37 0.02 2.21  -1.088
H -0.40 0.46 1.99  0.327
C -2.39 0.49 1.16  -0.307
H -2.66 1.52 1.40  0.519
C -3.65 -0.38 1.11  -0.777
C -4.18 -0.81 2.48  -0.840
C -3.56 -2.13 2.97  -0.427
H -3.69 -2.88 2.19  0.247
H -4.10 -2.47 3.85  0.425
C -2.07 -2.04 3.33  -1.029
H -1.94 -1.46 4.25  0.516
H -1.70 -3.05 3.50  0.424
H -5.26 -0.97 2.41  0.403
H -4.02 -0.02 3.22  0.306
H -3.45 -1.27 0.52  0.224
H -4.42 0.19 0.59  0.513
H -1.93 0.50 0.17  0.102
H -1.67 0.38 3.20  0.567
C -1.23 -3.60 0.96  -0.254
O -1.58 -4.54 1.63  -0.651
C -0.75 -3.35 -0.45  0.067
O -0.83 -3.91 -1.52  -0.688
C 1.23 -0.09 0.05  -0.798
H 1.36 -0.38 1.09  0.631
C 2.60 0.08 -0.61  -1.495
H 3.19 0.80 -0.04  0.517
H 3.13 -0.87 -0.62  0.413
H 0.70 0.86 -0.01  0.408
H 1.71 -2.08 -2.06  0.373
H 0.01 -1.88 -2.51  0.620
H 1.36 -0.25 -3.76  0.475
H 3.33 0.38 -2.62  0.483
H 4.86 4.37 -3.74  0.318
H 4.66 5.78 -2.69  0.393
H 5.46 4.32 -2.08  0.315

Computed properties:
Kohn-Sham gap (eV): 8.0
E_HOMO (hartree): -0.275
SMILES string: CCOC(=O)C1CCN(c2c(N3CCCCCC3)c(=O)c2=O)CC1